(1)
{
  "formula": "C20H28CaClGeNOTe",
  "method": "ωB97M-V/def2-TZVPD",
  "gap_ev": 3.27,
  "charge": -2,
  "e_above_lowest_kcal_mol": 5.12,
  "species": ["Te", "Ge", "Ca", "Cl", "O", "N", "C", "C", "C", "C", "C", "C", "C", "C", "C", "C", "C", "C", "C", "C", "C", "C", "C", "C", "C", "C", "H", "H", "H", "H", "H", "H", "H", "H", "H", "H", "H", "H", "H", "H", "H", "H", "H", "H", "H", "H", "H", "H", "H", "H", "H", "H", "H", "H"],
  "coordinates": [[-2.15890, 0.76254, -1.89010], [2.33290, -0.33180, 2.84697], [0.49497, 1.23787, -0.07400], [5.06214, 2.20703, -4.80847], [0.71858, 4.74816, -0.24759], [2.84391, 0.88700, -1.81535], [-4.05044, -1.44779, -3.46162], [3.70171, 0.87415, -0.79662], [4.56650, 1.69761, -3.22101], [2.16441, -1.12130, 4.70066], [3.48745, 1.27282, 3.19094], [0.37567, 3.99429, -2.44090], [-5.15116, -2.43077, -1.46170], [-3.71857, -0.81486, 0.28470], [0.75730, 0.11164, 1.94611], [-2.99375, 0.03042, 1.29033], [5.46579, 1.70244, -2.16871], [0.58937, 3.72461, -0.92336], [3.72833, -1.63010, 2.12931], [-5.37952, -2.55732, -0.09855], [-6.40184, -3.52902, 0.43198], [5.02318, 1.27712, -0.92917], [3.26107, 1.28741, -3.00915], [-4.23227, -1.51777, -1.97068], [-3.50062, -0.69132, -1.09760], [-4.65072, -1.74194, 0.75232], [1.19109, 3.52394, -3.00467], [-7.42055, -3.21124, 0.19026], [4.19006, -1.25836, 1.20899], [4.52362, -1.79970, 2.86516], [-3.03974, -1.75032, -3.74542], [-6.33166, -3.61467, 1.51742], [-4.16614, -0.42524, -3.82406], [-3.24223, -0.27705, 2.30731], [0.14077, -0.81124, 1.92043], [3.31193, 0.52849, 0.15972], [-3.25274, 1.08519, 1.16762], [1.49448, -0.48954, 5.28852], [6.47962, 2.04819, -2.32259], [4.03015, 1.58638, 2.29196], [-5.70187, -3.06124, -2.15632], [-1.90871, -0.03504, 1.19456], [0.35206, 5.07222, -2.65173], [3.12930, -1.19671, 5.21526], [3.25600, -2.58816, 1.89579], [1.72305, -2.12085, 4.64271], [-0.55491, 3.52344, -2.77693], [2.85444, 2.10549, 3.50303], [-6.26502, -4.52692, 0.00749], [-4.79916, -1.82914, 1.82518], [4.22437, 1.07167, 3.97501], [5.67898, 1.25576, -0.06975], [-4.77248, -2.09492, -3.96611], [2.53979, 1.28844, -3.81761]],
  "forces_ev_per_a": [[0.00, -0.01, -0.01], [-0.08, 0.12, 0.28], [-0.33, 0.06, -0.11], [0.03, 0.02, -0.03], [0.01, -0.02, 0.03], [-0.32, -0.02, 0.31], [0.01, -0.01, -0.02], [0.10, 0.01, -0.03], [-0.06, -0.06, 0.10], [0.01, 0.02, -0.01], [0.01, -0.03, -0.05], [-0.01, 0.03, 0.01], [0.00, 0.01, -0.01], [-0.02, -0.05, 0.00], [0.45, -0.24, -0.30], [0.01, 0.05, 0.01], [0.06, 0.07, -0.01], [0.15, 0.07, -0.10], [-0.01, 0.01, -0.01], [-0.02, 0.02, 0.01], [0.00, -0.02, 0.00], [-0.04, -0.01, -0.03], [0.06, 0.02, -0.02], [-0.02, -0.01, 0.04], [0.06, 0.06, -0.06], [0.03, -0.03, 0.01], [0.01, 0.00, 0.00], [0.00, 0.00, 0.00], [0.00, -0.02, -0.01], [0.00, -0.01, 0.01], [0.01, 0.01, 0.01], [0.00, 0.00, 0.00], [-0.02, 0.00, 0.01], [-0.02, 0.02, 0.00], [-0.05, 0.03, 0.02], [-0.04, -0.02, -0.01], [0.02, 0.00, -0.02], [0.00, -0.01, 0.02], [0.01, -0.04, -0.01], [0.00, 0.01, 0.00], [-0.01, 0.00, 0.00], [0.00, -0.05, 0.02], [0.00, 0.00, -0.02], [0.01, -0.01, -0.01], [-0.01, 0.00, 0.01], [-0.01, 0.00, 0.00], [0.00, -0.01, 0.02], [0.01, 0.01, 0.00], [0.00, 0.00, 0.00], [-0.01, 0.01, 0.00], [0.01, -0.01, -0.01], [0.01, 0.02, -0.01], [0.01, -0.01, -0.01], [-0.02, 0.02, 0.02]]
}

---

(2)
{
  "formula": "C5H11N3",
  "method": "ωB97M-V/def2-TZVPD",
  "gap_ev": [7.62, 7.59],
  "e_above_lowest_kcal_mol": 161.19,
  "species": ["N", "N", "N", "C", "C", "C", "C", "C", "H", "H", "H", "H", "H", "H", "H", "H", "H", "H", "H"],
  "coordinates": [[-1.43913, -0.28448, -0.13875], [1.50469, 0.63769, 0.69370], [-0.39333, -1.18807, -0.23046], [-2.24187, -0.43062, -1.23350], [0.80958, -1.02218, 0.04986], [1.88606, 1.48763, -0.44472], [-1.61514, 0.45610, 0.98284], [1.93761, -1.90741, -0.25386], [-0.85331, 0.17109, 1.57070], [-2.17722, 1.36254, 0.94428], [2.51468, -1.74713, 0.66010], [-1.80542, -0.82939, -2.14096], [2.23465, -1.61962, -1.20153], [1.44213, -2.95957, -0.26668], [0.72002, 1.07728, 1.25061], [1.52187, 2.48458, -0.22005], [-3.00195, 0.30952, -1.48998], [1.39740, 1.13396, -1.37752], [3.02252, 1.55862, -0.54864]],
  "forces_ev_per_a": [[-1.73, 0.71, -1.28], [-1.86, -2.91, 0.03], [0.54, -1.35, 0.19], [0.40, 1.02, -0.37], [-0.23, 5.31, 0.87], [0.46, -0.41, -0.02], [-0.76, -0.78, -2.98], [-3.02, -2.27, 3.01], [1.89, -0.07, 3.00], [-0.29, 0.07, 0.12], [1.06, -0.41, -0.85], [0.31, -0.48, 0.50], [1.58, 0.41, -1.65], [1.29, 1.55, -0.16], [1.21, -0.75, -1.34], [0.02, 0.30, -0.27], [0.07, -0.06, 0.99], [0.55, 0.45, 0.26], [-1.51, -0.32, -0.04]]
}

---

(3)
{
  "formula": "C8H9ClI2NdO4RuS",
  "method": "ωB97M-V/def2-TZVPD",
  "gap_ev": [8.27, 5.00],
  "charge": 4,
  "spin_multiplicity": 9,
  "species": ["Nd", "I", "I", "Ru", "Cl", "S", "O", "O", "O", "O", "C", "C", "C", "C", "C", "C", "C", "C", "H", "H", "H", "H", "H", "H", "H", "H", "H"],
  "coordinates": [[0.85407, 1.39253, 2.06315], [4.16997, -1.53220, 0.94777], [3.66041, 1.80713, 1.17807], [0.23395, -1.64525, 1.84428], [1.45295, -0.57503, 3.69203], [0.90307, -0.41324, 0.00885], [-1.22073, 3.84374, 4.43792], [-0.87312, -3.17831, 4.19003], [-1.73991, 3.52357, -0.00599], [-1.52926, -3.27890, 0.09459], [0.49529, 1.19227, -2.23329], [-0.46836, -2.55289, 3.28483], [0.38851, -1.32736, -2.47070], [-0.03266, -0.11188, -1.63880], [-0.85113, -2.60337, 0.78126], [-0.69777, 3.08520, 3.74083], [-1.03234, 2.84150, 0.59829], [-1.50827, -0.04683, -1.39101], [0.16522, 2.04376, -1.62682], [1.59385, 1.22996, -2.24340], [-2.01618, -0.00028, -2.36634], [-1.74491, 0.83349, -0.79824], [-1.84155, -0.92258, -0.83892], [-0.02383, -1.26976, -3.48716], [0.11715, 1.31484, -3.26500], [1.48891, -1.39748, -2.51767], [0.05667, -2.25264, -1.97856]],
  "forces_ev_per_a": [[-0.50, 1.38, 0.71], [0.42, -0.53, -0.15], [0.87, 0.64, -0.34], [2.51, 2.28, -0.62], [0.19, 0.42, -0.30], [0.61, 0.89, 0.52], [2.35, -3.53, -3.23], [2.08, 3.46, -4.84], [3.03, -2.95, 2.67], [3.49, 3.59, 3.71], [0.55, 0.18, 0.64], [-3.81, -6.04, 8.33], [0.53, -0.44, 0.62], [0.19, -0.18, -2.27], [-5.67, -5.82, -6.06], [-2.28, 3.52, 3.32], [-3.18, 3.16, -2.71], [-0.02, -0.19, 0.83], [-0.10, 0.02, -0.29], [-0.25, -0.13, -0.32], [0.07, 0.00, 0.27], [-0.34, 0.12, -0.18], [-0.38, -0.05, -0.30], [0.06, 0.04, 0.28], [0.12, -0.13, 0.47], [-0.38, 0.15, -0.34], [-0.16, 0.14, -0.41]]
}

---

(4)
{
  "formula": "C12H30ClO6",
  "method": "ωB97M-V/def2-TZVPD",
  "gap_ev": 6.88,
  "charge": -1,
  "e_above_lowest_kcal_mol": 530.75,
  "species": ["Cl", "O", "O", "O", "O", "O", "O", "C", "C", "C", "C", "C", "C", "C", "C", "C", "C", "C", "C", "H", "H", "H", "H", "H", "H", "H", "H", "H", "H", "H", "H", "H", "H", "H", "H", "H", "H", "H", "H", "H", "H", "H", "H", "H", "H", "H", "H", "H", "H"],
  "coordinates": [[1.48302, 3.04361, -0.09488], [2.26102, -1.38039, 4.36312], [-0.26298, 3.51961, -3.81988], [-1.73498, 1.68861, -2.20288], [-0.65198, -3.19239, -0.15788], [1.36102, -0.33739, 2.14712], [-1.69998, -0.72339, -0.28888], [-1.17498, 0.40961, -2.19088], [-0.76198, -4.65039, -0.02688], [0.08902, 3.19361, -2.40488], [0.84402, 4.01961, -4.45688], [2.72102, -2.34339, 5.31512], [1.03102, 0.71161, 1.24512], [-1.52698, -2.75039, -1.23188], [0.90502, -1.27839, 4.19112], [-1.02098, 2.89661, -1.67288], [-1.35998, 0.64961, -0.31088], [0.57102, -0.27739, 3.30712], [-1.48998, -1.45239, -1.49588], [-1.75698, 3.66061, -1.75088], [2.40602, -3.33239, 5.15312], [-0.54598, 0.21861, -2.90888], [-0.38698, -0.19939, 3.08712], [-0.22898, -5.16439, -0.67588], [3.81902, -2.57539, 5.48912], [-0.68498, 0.32961, -1.29288], [0.74902, 4.07461, -5.65188], [1.84402, 3.73961, -4.48088], [-1.09998, -3.24239, -2.20288], [-0.71498, 2.88561, -0.69388], [0.78002, 0.61661, 3.72812], [0.67402, 3.85361, -1.77688], [0.90102, 1.77061, 1.76612], [-1.25798, 1.12661, 0.69512], [-2.58098, -2.85739, -1.21788], [-0.35398, -4.75839, 0.91912], [-1.78798, 1.36961, -1.10888], [2.46002, -2.00539, 6.25312], [-1.98598, -0.10539, -2.10988], [-2.12798, -1.16139, -2.46888], [0.26502, -0.91339, 5.07012], [1.88702, 0.71961, 0.41912], [0.82902, 2.53561, -2.41688], [1.02402, 4.96561, -4.38288], [-1.53198, -5.15439, 0.38712], [-0.06898, 0.42761, 0.92812], [-0.34398, 0.83061, -0.73588], [0.63602, -2.13039, 3.55812], [-0.39698, -1.27139, -1.79088]],
  "forces_ev_per_a": [[1.32, 1.19, 0.68], [2.97, -0.13, 1.11], [0.88, -0.43, 1.61], [0.12, 5.11, -5.07], [-2.70, -1.58, -1.17], [0.56, -0.47, 0.25], [-1.22, -0.85, 1.13], [-0.40, 5.91, -7.80], [1.03, 4.97, 2.63], [0.71, 3.58, -4.08], [-1.65, -2.34, -5.50], [1.32, 0.42, -0.82], [-0.87, -0.31, 0.12], [1.44, -7.76, -0.40], [-1.06, -3.26, 1.82], [-3.85, -1.09, -1.57], [-1.26, 3.02, 8.68], [4.15, 2.50, -3.71], [3.58, 3.64, -1.25], [-0.85, 0.61, -0.32], [-1.37, -1.32, -0.48], [2.92, -0.83, -4.94], [-4.96, -0.41, -1.06], [2.29, -2.24, -3.46], [-0.61, 1.42, -1.39], [1.95, -3.53, -5.40], [-0.76, -0.80, 1.97], [1.84, -2.62, 1.39], [-1.15, 0.32, 1.40], [0.26, -0.86, 2.52], [0.88, 3.59, 1.65], [-0.16, 1.91, -0.71], [0.82, -2.29, -0.81], [-1.59, -1.06, 0.04], [-1.43, -2.16, 1.30], [2.68, -0.19, 1.88], [-2.61, -1.09, 5.38], [-1.12, 0.47, 2.36], [-3.64, 0.92, -1.19], [0.77, -3.84, 2.05], [0.84, -1.78, -0.17], [-2.30, 0.05, 1.90], [2.74, -3.90, -0.48], [0.15, 6.47, 1.67], [-4.68, -0.88, -0.44], [3.90, 0.56, 0.72], [2.16, 3.08, 6.75], [-0.84, -1.20, 1.23], [-1.19, -0.48, 0.00]]
}

---

(5)
{
  "formula": "C28H25BrFN5O6PtS",
  "method": "ωB97M-V/def2-TZVPD",
  "gap_ev": [5.51, 6.36],
  "charge": 1,
  "e_above_lowest_kcal_mol": 8.93,
  "spin_multiplicity": 2,
  "species": ["Pt", "Br", "S", "F", "O", "O", "O", "O", "O", "O", "N", "N", "N", "N", "N", "C", "C", "C", "C", "C", "C", "C", "C", "C", "C", "C", "C", "C", "C", "C", "C", "C", "C", "C", "C", "C", "C", "C", "C", "C", "C", "C", "C", "H", "H", "H", "H", "H", "H", "H", "H", "H", "H", "H", "H", "H", "H", "H", "H", "H", "H", "H", "H", "H", "H", "H", "H", "H"],
  "coordinates": [[-0.44922, 2.29571, -2.34990], [0.00699, 5.86742, -1.11558], [-1.66517, 3.04093, -4.12988], [0.44440, 0.35844, 3.93330], [-1.95216, 1.07376, -1.56021], [0.48210, -1.30810, -4.27814], [0.66207, 1.28855, -0.85899], [1.04443, 3.54702, -3.15847], [-3.96366, 1.06913, -0.59700], [0.45468, 0.83922, -3.68575], [0.71759, -2.78474, -0.56372], [-1.77060, 3.75432, -1.11712], [1.46423, -4.02232, 6.00594], [0.78876, 4.03779, -4.37186], [0.55239, -2.47396, 4.26429], [0.68785, -2.01385, 0.58330], [-0.41518, 3.89945, -4.95076], [1.62960, 5.27099, -6.20399], [-1.70297, 5.07444, -1.06803], [-2.82049, 5.88419, -0.95185], [0.47996, -0.41425, -3.44512], [0.66409, -2.60070, 1.85399], [-0.61779, 4.46158, -6.21720], [0.73720, -1.73280, 5.50757], [1.64131, -4.95893, -1.44826], [0.63499, 0.03284, -0.84997], [0.95785, -2.75870, 6.63684], [-0.37669, -3.57545, 4.46647], [0.66559, -0.62121, 0.45791], [-4.13331, 3.88865, -0.82859], [1.79796, 4.70787, -4.97171], [-2.96674, 3.16794, -0.98888], [0.61752, -2.18012, -1.76826], [0.56413, -0.83626, -1.97674], [0.36826, -4.68792, 5.21765], [0.39304, 5.14421, -6.84404], [2.02684, -4.88036, -0.00158], [-2.99464, 1.64415, -1.04786], [0.56081, -0.43691, 2.84329], [0.76362, -4.22696, -0.48629], [-4.05790, 5.27225, -0.83760], [0.58703, -1.83153, 3.00199], [0.60629, 0.15451, 1.61598], [2.70978, 4.73883, -4.39600], [0.84374, -5.40079, 4.54665], [-0.27540, -5.22090, 5.91458], [-0.12065, -1.10619, 5.76754], [2.18510, -3.75000, 5.33250], [2.45416, 5.79785, -6.65957], [0.23472, 5.57438, -7.82289], [1.93492, -5.76982, 0.60728], [-1.58744, 4.33132, -6.67626], [2.21667, -4.37008, -2.14851], [1.27763, -5.89587, -1.84306], [0.57904, -2.82506, -2.63622], [-2.71364, 6.95850, -0.93953], [-1.24450, -3.24239, 5.04854], [0.56254, 1.23213, 1.53307], [0.72526, -3.67649, 1.93127], [1.87460, -4.65803, 6.68799], [2.84994, -4.22875, 0.25955], [-0.75615, -3.95372, 3.52325], [-0.18438, -4.67920, -0.21831], [-5.06368, 3.35222, -0.71482], [-4.95174, 5.87580, -0.75290], [1.68706, -2.40950, 7.36329], [1.60881, -1.08989, 5.41827], [0.03850, -3.01461, 7.15914]],
  "forces_ev_per_a": [[-0.05, -0.20, -0.74], [0.03, 0.01, -0.04], [-0.10, 0.04, 0.20], [0.01, -0.05, 0.01], [0.39, 0.28, -0.36], [0.07, -0.06, 0.02], [0.01, 0.49, 0.19], [-0.18, -0.51, 0.62], [0.06, -0.07, -0.04], [0.18, -0.27, -0.25], [0.01, 0.01, -0.03], [-0.07, 0.34, 0.29], [0.01, 0.06, -0.06], [-0.13, 0.03, -0.24], [0.01, -0.11, 0.05], [-0.02, 0.00, -0.01], [-0.06, -0.09, 0.08], [0.01, 0.02, -0.01], [-0.10, -0.13, 0.08], [-0.06, 0.04, 0.04], [0.00, 0.11, 0.01], [0.07, -0.03, 0.04], [0.06, 0.05, -0.03], [0.02, -0.03, -0.03], [0.03, 0.00, -0.05], [-0.03, -0.23, -0.09], [-0.01, 0.07, -0.01], [-0.06, 0.05, 0.06], [0.04, -0.02, 0.00], [-0.02, -0.03, 0.03], [0.06, -0.03, 0.03], [0.04, -0.10, -0.07], [-0.03, -0.06, 0.11], [-0.06, 0.16, 0.02], [-0.08, -0.01, -0.05], [-0.02, -0.03, 0.05], [0.01, -0.04, 0.04], [-0.10, 0.20, 0.16], [-0.07, 0.03, 0.02], [-0.04, 0.01, 0.00], [0.05, 0.02, -0.01], [0.02, 0.08, -0.09], [0.02, 0.06, 0.03], [-0.01, -0.01, 0.01], [0.01, 0.01, 0.00], [0.03, -0.01, 0.03], [0.02, -0.01, 0.03], [0.04, -0.05, 0.04], [0.00, -0.01, 0.00], [0.00, 0.00, 0.00], [-0.01, 0.00, -0.01], [0.00, 0.01, 0.00], [0.01, 0.01, 0.01], [-0.03, 0.00, 0.02], [0.02, 0.02, -0.02], [0.01, 0.00, -0.01], [-0.02, -0.01, -0.02], [-0.01, 0.00, -0.03], [-0.01, -0.01, 0.03], [-0.02, 0.00, 0.02], [-0.01, 0.02, -0.03], [0.03, 0.00, -0.03], [0.00, -0.01, -0.01], [0.00, -0.01, -0.01], [0.00, -0.01, 0.01], [0.01, -0.01, 0.00], [0.01, 0.03, -0.02], [0.00, -0.03, 0.00]]
}

---

(6)
{
  "formula": "C3H3NOS3",
  "method": "ωB97M-V/def2-TZVPD",
  "gap_ev": 7.13,
  "e_above_lowest_kcal_mol": 28.48,
  "species": ["S", "S", "S", "O", "N", "C", "C", "C", "H", "H", "H"],
  "coordinates": [[-0.33628, -1.52882, -1.72859], [0.90061, 1.09695, -1.76379], [-2.04543, 0.28123, 0.92085], [1.94820, 0.47693, 1.20141], [0.55406, -0.41642, 2.77443], [-0.43370, 0.10349, 0.50144], [0.04345, -0.12555, -0.91558], [0.79356, 0.12115, 1.48400], [1.43531, -0.48878, 3.37665], [0.70701, 2.05190, -0.64662], [-0.32857, -0.64791, 2.96306]],
  "forces_ev_per_a": [[0.37, 1.03, 1.06], [-0.58, 1.85, 2.62], [2.81, -0.29, -0.55], [-2.66, -0.36, -0.33], [5.72, 2.21, -2.98], [-0.62, 0.21, 0.33], [-1.16, -1.35, -0.93], [1.68, -0.74, 2.40], [-2.39, 0.06, -1.12], [0.68, -1.31, -2.12], [-3.87, -1.31, 1.62]]
}

---

What did we get for DFT total energy? Answer: -4391.53374; -361.13252; -2719.45858; -1385.93075; -4998.31752; -1440.61778 Eh, in the order shown.